The following is a quantum chemistry calculation of 2 unconnected molecules or ions with the total composition CH5N3O2, from OMol25.

Atoms and positions in Å:
H1 -1.853 2.176 -0.271
N1 -1.496 1.215 -0.582
N2 -2.054 0.275 -0.050
O1 -2.789 0.158 0.913
O2 -1.727 -0.938 -0.677
H2 -1.824 -1.462 0.123
C1 1.604 -0.281 0.338
N3 0.872 0.678 -0.066
H3 1.261 -1.086 0.895
H4 2.748 -0.392 0.055
H5 1.540 1.287 -0.621

Its spin multiplicity is 1. The SMILES is [H]/N=[N+](\[O-])O.C=N. For the relative energy (zero: lowest compared OMol25 entry of this formula, charge and spin), the calculation gives 437.9 kJ/mol.

***

The following is a quantum chemistry calculation of CH5N3O2 in the gas phase, from OMol25.

Atoms and positions in Å:
N1 -0.962 1.382 0.002
C1 -0.083 0.412 -0.050
N2 -0.523 -0.876 0.070
O1 -1.966 -0.814 0.070
N3 1.279 0.564 0.058
O2 2.053 -0.631 -0.080
H1 -0.719 2.368 0.240
H2 -0.062 -1.519 -0.650
H3 -2.133 0.070 -0.446
H4 1.621 1.252 -0.539
H5 2.533 -0.573 0.867

Its spin multiplicity is 1. The SMILES is N=C(NO)NO. For the relative energy (zero: lowest compared OMol25 entry of this formula, charge and spin), the calculation gives 304.5 kJ/mol.

***

Respective lowest unoccupied orbital energy values: 0.87; 0.57 eV.